(1)
ORCA calculation (ωB97M-V with the def2-TZVPD basis set) on the molecule C5H11N.

Structure (ORCA input):
```
! RIJCOSX wB97M-V def2-TZVPD def2/J DEFGRID3
* xyz 0 1
H 0.542 1.330 -0.423
C -0.370 0.348 1.204
H 0.236 -1.039 -2.455
H 0.323 0.342 2.050
C -1.623 1.279 1.353
H -0.179 0.199 -1.160
H -0.795 -0.622 1.284
N 0.906 -1.941 -0.545
H 2.509 -0.274 -0.212
H -2.284 1.541 2.224
H -0.134 -1.668 -0.229
C 0.325 0.373 -0.031
C 1.371 -0.500 -0.504
H 1.851 -1.352 -2.509
H -1.554 2.436 1.245
H -2.195 0.748 0.522
C 1.071 -1.199 -1.814
*
```

Summary:
**Relative energy (zero: lowest compared OMol25 entry of this formula, charge and spin)**: 4.753 eV
**E_LUMO**: 0.0393 Ha
**Total energy**: -251.68786 Ha
**Kohn-Sham gap**: 10.4 eV
**F_max**: 7.32 eV/Å

***

(2)
ORCA calculation (ωB97M-V with the def2-TZVPD basis set) on the molecule C5H11N.

Structure (ORCA input):
```
! RIJCOSX wB97M-V def2-TZVPD def2/J DEFGRID3
* xyz 0 1
H -1.476 -1.199 0.346
C 1.333 -0.689 -0.224
H 0.206 2.108 -0.950
H -1.505 0.536 1.446
H 0.870 -0.656 1.923
C 0.410 -0.441 0.891
H -0.278 -0.700 -1.717
C 0.088 -1.354 -0.947
H 1.842 0.183 -0.787
H -1.278 0.825 -1.067
C -0.742 1.606 -0.425
H 0.189 1.584 1.740
N -0.472 -1.456 0.363
H 0.443 -2.317 -1.275
H 2.132 -1.444 -0.046
C -0.390 0.884 0.915
H -1.370 2.531 -0.186
*
```

Summary:
**Relative energy (zero: lowest compared OMol25 entry of this formula, charge and spin)**: 2.745 eV
**E_LUMO**: 0.0405 Ha
**Total energy**: -251.76166 Ha
**Kohn-Sham gap**: 9.9 eV
**F_max**: 4.09 eV/Å

***

(3)
ORCA calculation (ωB97M-V with the def2-TZVPD basis set) on the molecule C5H11N.

Structure (ORCA input):
```
! RIJCOSX wB97M-V def2-TZVPD def2/J DEFGRID3
* xyz 0 1
H 3.149 0.694 0.158
H -2.358 1.418 0.281
H 1.010 -1.610 1.217
H 2.764 -0.789 -0.740
C 2.453 0.244 -0.559
C 1.034 0.294 -0.038
N 0.105 -0.698 -0.553
H -1.298 0.346 -1.638
H -0.398 -0.411 1.428
H -1.818 -1.213 -1.004
C 0.455 -0.752 0.846
H -3.035 -0.181 0.659
H -1.794 0.507 1.607
C -2.112 0.392 0.541
H 0.635 1.302 0.101
C -1.282 -0.292 -0.732
H 2.549 0.792 -1.504
*
```

Summary:
**Relative energy (zero: lowest compared OMol25 entry of this formula, charge and spin)**: 2.071 eV
**E_LUMO**: 0.0432 Ha
**Total energy**: -251.78641 Ha
**Kohn-Sham gap**: 10.2 eV
**F_max**: 1.30 eV/Å

***

(4)
ORCA calculation (ωB97M-V with the def2-TZVPD basis set) on a cluster of 3 separate species, C5H11N in total.

Structure (ORCA input):
```
! RIJCOSX wB97M-V def2-TZVPD def2/J DEFGRID3
* xyz 0 1
C -2.395 -0.801 0.626
H 0.904 -1.354 -1.655
H 2.739 -1.229 -1.446
H 2.591 1.228 -1.670
H -3.213 -0.076 0.564
H -0.766 1.928 2.035
C -0.885 1.233 1.211
H -0.184 -0.729 0.551
N -0.952 1.258 -0.042
H -2.540 -1.408 1.527
C 1.705 0.598 -1.720
H 1.990 0.240 1.159
H 0.752 1.100 -1.857
H 1.990 0.288 1.903
C 1.788 -0.723 -1.599
H -2.460 -1.464 -0.243
C -1.064 -0.090 0.655
*
```

Summary:
**Relative energy (zero: lowest compared OMol25 entry of this formula, charge and spin)**: 3.943 eV
**E_LUMO**: 0.0443 Ha
**Total energy**: -251.71763 Ha
**Kohn-Sham gap**: 11.1 eV
**F_max**: 0.51 eV/Å

***

(5)
ORCA calculation (ωB97M-V with the def2-TZVPD basis set) on a structure of composition C5H11N.

Structure (ORCA input):
```
! RIJCOSX wB97M-V def2-TZVPD def2/J DEFGRID3
* xyz 0 1
H 0.083 -2.696 -1.372
H -2.590 0.636 -1.109
C -1.664 0.050 -1.030
H 1.452 0.387 1.459
H 1.164 0.751 -1.008
C -0.142 -2.118 -0.463
N -0.700 0.797 -0.165
H 2.320 1.850 0.965
C 1.327 1.401 1.065
H -1.234 -0.678 1.384
H 0.755 1.989 1.789
H 0.836 -1.865 -0.026
H -0.652 -2.811 0.220
H 0.534 2.379 -0.705
C -1.191 -0.242 0.397
C 0.624 1.373 -0.282
H -0.922 -1.204 -1.120
*
```

Summary:
**Relative energy (zero: lowest compared OMol25 entry of this formula, charge and spin)**: 6.583 eV
**E_LUMO**: 0.0340 Ha
**Total energy**: -251.62061 Ha
**Kohn-Sham gap**: 8.3 eV
**F_max**: 0.52 eV/Å

***

(6)
ORCA calculation (ωB97M-V with the def2-TZVPD basis set) on the molecule C5H11N.

Structure (ORCA input):
```
! RIJCOSX wB97M-V def2-TZVPD def2/J DEFGRID3
* xyz 0 1
C -1.811 1.111 -0.312
H 1.306 1.412 -0.774
H 2.798 0.650 -0.186
H -1.093 1.794 -0.779
H -2.008 1.462 0.707
C 1.751 0.469 -0.450
H -2.095 -1.024 -0.052
H -0.857 -0.605 -1.262
N -0.351 -0.483 0.824
C 0.656 -1.517 0.780
H 0.858 -2.009 -0.174
C -1.280 -0.322 -0.278
H 1.762 -0.209 -1.311
H 1.327 0.345 1.720
H 0.741 -2.148 1.661
H -2.746 1.163 -0.878
C 1.043 -0.088 0.766
*
```

Summary:
**Relative energy (zero: lowest compared OMol25 entry of this formula, charge and spin)**: 1.325 eV
**E_LUMO**: 0.0438 Ha
**Total energy**: -251.81384 Ha
**Kohn-Sham gap**: 10.0 eV
**F_max**: 0.43 eV/Å

***

(7)
ORCA calculation (ωB97M-V with the def2-TZVPD basis set) on a structure of composition C5H11N.

Structure (ORCA input):
```
! RIJCOSX wB97M-V def2-TZVPD def2/J DEFGRID3
* xyz 0 1
H -2.425 1.420 0.958
H 0.668 -0.522 1.736
N 2.250 -1.565 0.584
C -1.473 0.437 0.880
H 1.346 1.293 -0.179
C -0.816 0.618 -0.464
H 0.900 0.127 -1.584
H -1.926 -0.760 1.053
H 2.455 -2.088 -0.499
C 0.929 -0.895 0.559
C -1.510 0.990 -1.560
H -2.530 1.329 -1.538
C 0.718 0.331 -0.486
H -1.009 1.241 -2.571
H -0.708 0.718 1.914
H 0.076 -1.877 0.452
H 3.055 -0.797 0.744
*
```

Summary:
**Relative energy (zero: lowest compared OMol25 entry of this formula, charge and spin)**: 5.103 eV
**E_LUMO**: 0.0332 Ha
**Total energy**: -251.67501 Ha
**Kohn-Sham gap**: 9.9 eV
**F_max**: 4.84 eV/Å

***

(8)
ORCA calculation (ωB97M-V with the def2-TZVPD basis set) on a structure of composition C5H11N.

Structure (ORCA input):
```
! RIJCOSX wB97M-V def2-TZVPD def2/J DEFGRID3
* xyz 0 1
H 2.141 -1.065 2.534
H -1.621 1.674 -1.894
H 0.802 1.076 -1.462
H -2.033 -0.044 -1.939
N 1.184 -1.040 0.702
H 1.186 0.961 1.762
H -1.189 -0.423 0.308
C 0.530 0.164 1.369
C 0.001 0.350 -1.277
C -0.440 0.373 0.192
H -0.200 -0.048 2.192
H -1.009 0.648 -3.203
H -0.891 1.331 0.418
C 1.420 -1.535 1.851
H 0.397 -0.630 -1.571
C -1.228 0.678 -2.131
H 0.891 -2.420 2.206
*
```

Summary:
**Relative energy (zero: lowest compared OMol25 entry of this formula, charge and spin)**: 3.894 eV
**E_LUMO**: 0.0303 Ha
**Total energy**: -251.71942 Ha
**Kohn-Sham gap**: 9.0 eV
**F_max**: 1.35 eV/Å

***

HOMO energy in eV, matching the order above: -9.297; -8.818; -8.994; -9.925; -7.413; -8.840; -9.002; -8.211